# C34H59BN11ORu

C34H59BN11ORu as an isolated structure (the ωB97M-V functional and the def2-TZVPD basis, OMol25).

Cartesian coordinates (Å):
Ru  -0.356  -0.011  -0.216
C  1.659  4.900  1.880
C  0.800  4.205  0.882
C  -0.032  4.822  -0.077
C  -0.665  3.724  -0.824
N  -0.246  2.593  -0.338
N  0.673  2.912  0.719
B  1.504  1.810  1.534
N  0.611  0.999  2.467
N  -0.397  0.140  2.081
C  -0.901  -0.388  3.212
C  -0.217  0.139  4.313
C  0.725  1.004  3.814
C  1.715  1.798  4.601
C  -2.038  -1.396  3.334
C  -3.383  -0.764  2.968
C  -2.130  -1.873  4.788
C  -1.812  -2.619  2.444
N  2.430  1.087  0.564
N  2.042  0.322  -0.518
C  3.179  -0.067  -1.124
C  4.281  0.453  -0.432
C  3.779  1.167  0.624
C  4.560  1.891  1.671
C  3.328  -0.995  -2.327
C  2.436  -0.600  -3.504
C  2.989  -2.434  -1.922
C  4.783  -0.969  -2.818
C  -1.627  4.067  -1.934
C  -2.228  2.895  -2.696
C  -2.769  4.886  -1.296
C  -0.859  4.959  -2.930
H  1.518  5.975  1.796
H  2.711  4.671  1.713
H  1.406  4.592  2.893
H  -0.164  5.880  -0.233
H  2.195  2.467  2.238
H  -0.372  -0.089  5.352
H  1.568  1.590  5.658
H  1.595  2.871  4.453
H  2.742  1.536  4.347
H  -3.529  0.193  3.473
H  -4.189  -1.434  3.274
H  -3.462  -0.615  1.899
H  -2.381  -1.059  5.469
H  -1.200  -2.335  5.125
H  -2.920  -2.621  4.864
H  -1.721  -2.339  1.393
H  -2.661  -3.299  2.547
H  -0.914  -3.162  2.745
H  5.323  0.319  -0.658
H  5.620  1.726  1.491
H  4.330  1.530  2.673
H  4.383  2.966  1.652
H  1.400  -0.849  -3.288
H  2.730  -1.167  -4.388
H  2.528  0.463  -3.747
H  1.941  -2.522  -1.627
H  3.617  -2.766  -1.093
H  3.167  -3.103  -2.767
H  5.095  0.033  -3.117
H  4.872  -1.621  -3.688
H  5.476  -1.341  -2.063
H  -2.769  2.216  -2.044
H  -1.468  2.331  -3.227
H  -2.930  3.296  -3.428
H  -3.330  4.286  -0.578
H  -3.453  5.196  -2.087
H  -2.420  5.792  -0.798
H  -0.019  4.424  -3.376
H  -0.484  5.879  -2.478
H  -1.540  5.247  -3.732
O  -0.327  0.481  -2.754
H  0.566  0.848  -2.698
H  -0.429  0.257  -3.688
N  -4.777  0.324  -0.681
C  -4.540  1.416  0.120
C  -3.199  1.428  0.328
N  -2.617  0.367  -0.337
C  -3.600  -0.277  -0.930
H  -5.675  0.016  -1.015
H  -5.332  2.052  0.476
H  -2.619  2.100  0.938
H  -3.496  -1.166  -1.531
C  -1.251  -4.810  -3.096
C  -1.996  -3.496  -2.980
N  -1.286  -2.616  -2.057
C  -0.527  -3.063  -1.012
N  0.069  -2.169  -0.242
C  1.071  -2.594  0.747
C  1.404  -4.077  0.710
C  0.152  -4.879  0.424
N  -0.445  -4.393  -0.818
C  -1.066  -5.377  -1.705
H  -0.277  -4.640  -3.560
H  -1.803  -5.516  -3.715
H  -3.015  -3.680  -2.625
H  -2.068  -2.992  -3.942
H  -1.084  -1.678  -2.339
H  0.713  -2.312  1.738
H  1.977  -2.009  0.572
H  1.841  -4.379  1.662
H  2.138  -4.291  -0.069
H  -0.569  -4.805  1.243
H  0.385  -5.932  0.284
H  -2.027  -5.699  -1.290
H  -0.414  -6.250  -1.731

## Properties
**LUMO (spin up / spin down)**: -4.08 / -8.55 eV
**HOMO energy (spin up / spin down)**: -12.89 / -13.44 eV
**Net charge**: +2
**Multiplicity**: 6
**Frontier orbital gap (spin up / spin down)**: 8.82 / 4.89 eV

# C34H59ClGdN2O2Si

C34H59ClGdN2O2Si as an isolated structure (the ωB97M-V functional and the def2-TZVPD basis, OMol25).

Cartesian coordinates (Å):
O  1.148  -1.350  -1.794
O  0.978  -0.180  -5.322
C  2.607  -1.625  -1.782
C  2.946  -2.906  -1.061
H  3.059  -0.754  -1.285
H  2.939  -1.643  -2.828
H  2.596  -2.904  -0.022
H  4.033  -3.023  -1.050
H  2.545  -3.786  -1.572
C  0.266  -2.510  -2.040
C  0.524  -3.178  -3.374
H  -0.763  -2.121  -1.981
H  0.400  -3.193  -1.191
H  0.606  -2.445  -4.187
H  -0.315  -3.848  -3.596
H  1.435  -3.782  -3.339
C  -0.189  0.321  -6.022
C  1.969  -0.764  -6.198
C  -1.410  -0.534  -5.780
H  0.020  0.406  -7.106
H  -0.370  1.334  -5.637
H  -1.270  -1.553  -6.159
H  -2.261  -0.076  -6.295
H  -1.662  -0.582  -4.714
C  1.422  -1.907  -7.019
H  2.772  -1.119  -5.539
H  2.392  0.015  -6.859
H  0.923  -2.645  -6.385
H  2.246  -2.406  -7.532
H  0.718  -1.553  -7.777
H  1.198  0.343  -3.020
N  -0.814  -0.718  1.324
C  -1.639  -0.186  2.249
C  -2.391  0.981  2.046
C  -2.587  1.696  0.852
C  -1.815  -0.916  3.560
H  -0.876  -1.368  3.906
H  -2.567  -1.719  3.486
H  -2.159  -0.218  4.331
C  -3.731  2.670  0.775
H  -4.470  2.368  0.018
H  -3.398  3.691  0.537
H  -4.232  2.690  1.748
N  -1.767  1.574  -0.199
C  -0.517  -2.120  1.399
C  0.735  -2.556  1.887
C  1.762  -1.596  2.411
C  0.992  -3.927  1.932
H  1.960  -4.257  2.314
C  0.045  -4.846  1.493
H  0.283  -5.908  1.518
C  -1.208  -4.420  1.076
H  -1.973  -5.140  0.781
C  -1.509  -3.062  1.040
C  -2.880  -2.609  0.657
C  -2.052  2.172  -1.479
C  -1.432  3.391  -1.834
C  -0.542  4.113  -0.865
C  -1.563  3.855  -3.144
H  -1.061  4.785  -3.422
C  -2.320  3.141  -4.077
H  -2.386  3.504  -5.107
C  -3.012  1.992  -3.686
H  -3.656  1.470  -4.399
C  -2.882  1.487  -2.394
C  -3.546  0.216  -1.963
Gd  0.205  0.456  -0.470
H  2.447  -1.254  1.618
H  2.387  -2.106  3.163
H  1.323  -0.714  2.893
H  -2.880  -1.716  0.018
H  -3.504  -2.387  1.535
H  -3.400  -3.401  0.102
H  -0.599  5.195  -1.057
H  0.519  3.829  -0.988
H  -0.821  3.933  0.182
H  -3.971  0.301  -0.952
H  -2.840  -0.635  -1.947
H  -4.357  -0.051  -2.655
H  -2.985  1.313  2.894
C  1.213  1.444  -2.748
Si  2.387  2.469  -3.844
H  0.194  1.855  -2.858
H  1.625  1.635  -1.709
C  3.972  1.530  -4.186
C  2.841  4.048  -2.915
C  1.655  3.009  -5.488
H  2.238  3.853  -5.896
H  0.613  3.347  -5.386
H  1.680  2.206  -6.238
H  4.543  1.377  -3.261
H  4.587  2.130  -4.875
H  3.780  0.555  -4.652
H  3.033  3.852  -1.852
H  2.051  4.811  -2.991
H  3.760  4.476  -3.344
Cl  1.053  1.950  2.073
C  1.959  1.584  0.612
H  2.360  2.528  0.226
H  2.743  0.848  0.845

## Properties
**LUMO (spin up / spin down)**: -3.22 / -2.03 eV
**HOMO energy (spin up / spin down)**: -10.47 / -10.51 eV
**Net charge**: +1
**Energy above the lowest of the compared OMol25 structures with the same formula, charge and spin**: 0.0 kJ/mol
**Multiplicity**: 8
**Frontier orbital gap (spin up / spin down)**: 7.25 / 8.47 eV

no.,E (eV)
1,-57901.5667
2,-84521.4546